Record 1
{
  "formula": "C4H9INO3S",
  "method": "ωB97M-V/def2-TZVPD",
  "total_charge": 1,
  "smiles": "CCCC[N+](=O)S(=O)(=O)I",
  "energy_ha": -1133.7063,
  "lumo_ev": -6.94,
  "symbols": ["C", "C", "C", "C", "N", "O", "S", "O", "O", "I", "H", "H", "H", "H", "H", "H", "H", "H", "H"],
  "coordinates": [[2.624, 0.180, -0.591], [1.336, 0.691, -1.180], [0.424, 0.261, -0.045], [-1.071, 0.658, -0.339], [-1.806, 0.403, 0.760], [-2.225, 1.140, 1.627], [-2.060, -1.527, 1.099], [-2.212, -2.070, -0.195], [-0.926, -1.869, 1.878], [-4.082, -1.395, 2.419], [2.577, -0.835, -0.528], [3.540, 0.219, -1.357], [3.022, 0.623, 0.318], [1.404, 1.697, -1.228], [0.948, 0.151, -2.010], [0.360, -0.767, 0.178], [0.566, 0.742, 0.910], [-1.237, 0.053, -1.134], [-1.183, 1.646, -0.580]],
  "lowdin_charge": [-0.096, -0.178, -0.135, -0.127, -0.185, 0.140, 0.325, -0.282, -0.292, 0.854, 0.039, 0.143, 0.094, 0.091, 0.127, 0.088, 0.135, 0.117, 0.140]
}

Record 2
{
  "formula": "C4H9N",
  "method": "ωB97M-V/def2-TZVPD",
  "smiles": "C=C(C)CN",
  "energy_ha": -212.5151,
  "lumo_ev": 1.01,
  "symbols": ["C", "C", "C", "C", "N", "H", "H", "H", "H", "H", "H", "H", "H", "H"],
  "coordinates": [[1.193, -1.027, -0.544], [0.135, -0.216, -0.429], [-1.045, -0.315, -1.351], [-0.102, 0.784, 0.586], [0.778, 0.697, 1.719], [1.956, -1.019, 0.294], [1.242, -1.741, -1.367], [-1.355, 0.744, -1.607], [-0.810, -0.831, -2.309], [-1.948, -0.726, -0.790], [0.054, 1.834, 0.303], [-1.179, 0.772, 0.834], [0.417, 1.332, 2.525], [0.663, -0.288, 2.137]],
  "lowdin_charge": [0.046, -0.423, -0.090, -0.348, -0.044, 0.076, 0.059, 0.090, 0.082, 0.101, 0.129, 0.115, 0.108, 0.099]
}

Number 1 is which compound? C4H9INO3S